[1]
Computed, not measured: a cluster of 2 separate species, C4H8O2 in total, with the ωB97M-V functional and the def2-TZVPD basis.

Last column: natural (NBO) charge in e.
Element x y z (Å)
O -0.86 0.13 -2.49  -0.529
C 0.02 -0.70 -2.78  0.431
C 0.77 -1.45 -1.69  -0.724
H 0.28 -0.93 -3.84  0.118
H 0.67 -0.92 -0.72  0.238
H 1.85 -1.56 -1.92  0.229
H 0.33 -2.45 -1.59  0.238
O 1.27 0.49 2.34  -0.529
C 0.02 0.42 2.36  0.424
C -0.75 1.65 2.01  -0.721
H -0.62 -0.46 2.60  0.121
H -1.32 2.01 2.89  0.234
H -1.46 1.29 1.25  0.230
H -0.19 2.50 1.59  0.239

Computed properties:
- HOMO-LUMO gap (eV) = 10.91
- spin multiplicity = 1
- energy relative to the best compared isomer or geometry (same formula, charge and spin) (eV) = 1.8452
- net charge = 0
- DFT total energy (eV) = -8371.4366
- SMILES = CC=O.CC=O

[2]
Computed, not measured: a structure of composition C34H36F2MnN12P2Se2, with the ωB97M-V functional and the def2-TZVPD basis.

Last column: Mulliken spin population.
Element x y z (Å)
Mn 0.01 0.00 -0.06  4.310
Se 3.87 4.72 2.75  0.001
P 3.17 3.11 3.92  0.000
C 2.25 3.55 5.40  0.001
C 2.47 4.80 5.98  0.000
C 1.82 5.14 7.16  0.000
C 0.93 4.25 7.75  0.000
C 0.69 3.01 7.16  0.000
C 1.34 2.67 5.99  0.000
C 4.48 2.01 4.52  0.000
C 5.81 2.29 4.20  0.000
C 6.83 1.50 4.72  0.000
C 6.53 0.43 5.55  0.000
C 5.21 0.14 5.87  0.000
C 4.19 0.94 5.37  0.000
C 1.94 2.15 2.98  -0.005
C 1.92 1.04 2.15  0.079
N 0.73 1.08 1.51  -0.144
N 0.04 2.13 1.93  0.030
N 0.75 2.78 2.81  0.010
P 2.96 -0.35 1.79  -0.014
Se 2.10 -1.39 0.07  0.007
C 2.96 -1.50 3.17  0.006
C 3.69 -2.69 3.07  0.003
C 3.62 -3.62 4.09  0.001
C 2.80 -3.39 5.19  0.001
C 2.04 -2.23 5.27  -0.001
C 2.12 -1.29 4.25  -0.001
C 4.60 0.22 1.40  0.002
C 4.69 1.28 0.49  0.002
C 5.93 1.76 0.11  0.000
C 7.08 1.18 0.62  0.000
C 7.00 0.14 1.53  0.000
C 5.76 -0.33 1.94  0.000
H 3.16 5.49 5.51  0.000
H 2.00 6.11 7.61  0.000
H 0.42 4.52 8.66  0.000
H -0.02 2.33 7.61  0.000
H 1.12 1.72 5.51  0.000
H 6.03 3.13 3.55  0.000
H 7.86 1.74 4.49  0.000
H 7.33 -0.18 5.96  0.000
H 4.97 -0.69 6.53  0.000
H 3.17 0.74 5.66  0.000
H 4.30 -2.89 2.20  0.000
H 4.20 -4.54 4.03  0.000
H 2.75 -4.13 5.98  0.000
H 1.39 -2.06 6.12  0.000
H 1.53 -0.38 4.32  0.001
H 3.79 1.74 0.10  0.003
H 6.00 2.60 -0.58  0.000
H 8.06 1.56 0.32  0.000
H 7.90 -0.30 1.95  0.000
H 5.70 -1.11 2.69  0.000
N -2.25 4.09 -2.24  0.001
N -1.15 3.29 -2.02  0.008
N -0.08 3.35 -2.79  0.001
C 0.65 2.38 -2.28  0.013
N 0.04 1.80 -1.24  0.058
N -1.15 2.39 -1.11  -0.004
H -1.94 4.91 -2.74  0.000
H -2.68 4.30 -1.35  0.000
H 1.64 2.11 -2.63  -0.003
F 0.31 -0.75 -2.72  -0.019
C -0.49 -1.09 -1.67  -0.321
F -1.75 -0.56 -1.92  -0.004
H -0.58 -2.17 -1.68  0.003
C -2.66 0.07 1.39  0.114
N -3.66 -0.47 2.29  0.003
C -3.02 -0.81 3.57  0.003
N -1.97 -1.82 3.39  0.001
C -0.96 -1.29 2.49  0.037
N -1.55 -0.93 1.15  -0.238
C -2.19 -2.17 0.59  0.056
N -3.19 -2.71 1.49  0.002
C -4.22 -1.69 1.71  -0.002
C -2.56 -3.02 2.78  0.000
H -2.22 0.97 1.80  0.004
H -3.12 0.29 0.43  -0.017
H -3.78 -1.20 4.25  0.000
H -2.59 0.09 4.00  -0.001
H -0.18 -2.02 2.32  -0.013
H -0.53 -0.39 2.91  0.028
H -1.40 -2.91 0.44  -0.007
H -2.65 -1.92 -0.36  0.006
H -4.98 -2.10 2.38  0.000
H -4.70 -1.45 0.76  -0.001
H -1.79 -3.77 2.64  -0.001
H -3.32 -3.42 3.45  0.000

Computed properties:
- HOMO-LUMO gap (spin up / spin down) (eV) = 6.36 / 7.27
- spin multiplicity = 5
- energy relative to the best compared isomer or geometry (same formula, charge and spin) (eV) = 0.0000
- net charge = +1
- DFT total energy (eV) = -239742.9704

[3]
Computed, not measured: a structure of composition C41H77AlN5O5, with the ωB97M-V functional and the def2-TZVPD basis.

Last column: Löwdin charge in e.
Element x y z (Å)
C 3.21 0.27 4.14  -0.136
O 1.93 0.51 4.61  -0.177
C 1.02 1.03 3.64  -0.210
C 0.56 2.40 4.02  -0.169
C -0.87 2.38 4.47  -0.224
C -1.83 2.22 3.35  -0.209
C -2.02 3.42 2.45  -0.202
C -1.29 3.41 1.12  -0.271
C -2.17 4.00 0.00  -0.177
Al -2.63 2.64 -1.39  0.313
C -4.61 2.37 -1.47  -0.193
C -5.11 2.16 -0.05  -0.272
C -5.91 0.89 0.19  -0.217
C -5.31 0.04 1.26  -0.222
C -6.00 -1.30 1.46  -0.191
C -5.11 -2.51 1.36  -0.208
C -4.11 -2.47 0.22  -0.176
C -2.77 -2.73 0.75  -0.189
O -1.78 -2.80 -0.28  0.010
C -0.66 -3.41 0.04  -0.546
C 0.49 -2.60 -0.32  0.033
O -0.59 -4.54 0.55  0.061
C -1.80 3.06 -3.16  -0.209
C -0.32 3.38 -3.05  -0.255
C 0.56 2.44 -3.89  -0.215
C 1.35 1.45 -3.11  -0.182
C 2.53 2.11 -2.54  -0.247
O 3.35 1.18 -1.86  -0.161
C 4.70 1.37 -2.18  -0.130
O -1.95 0.96 -0.85  -0.018
C -2.23 0.05 -1.66  -0.513
N -2.49 -0.84 -2.43  0.114
H 3.84 0.19 4.99  0.076
H 3.55 1.07 3.51  0.082
H 3.26 -0.65 3.60  0.076
H 0.19 0.37 3.63  0.109
H 1.45 1.01 2.66  0.116
H 1.18 2.73 4.81  0.110
H 0.64 3.05 3.18  0.098
H -1.10 3.26 5.04  0.106
H -0.96 1.54 5.13  0.111
H -2.78 1.98 3.77  0.100
H -1.53 1.39 2.76  0.097
H -1.70 4.29 2.98  0.106
H -3.07 3.51 2.28  0.087
H -1.01 2.41 0.87  0.063
H -0.39 3.98 1.20  0.088
H -3.05 4.38 0.46  0.033
H -1.66 4.80 -0.49  0.038
H -5.10 3.20 -1.92  0.040
H -4.80 1.51 -2.06  0.038
H -4.29 2.15 0.64  0.063
H -5.74 2.99 0.20  0.094
H -6.88 1.15 0.54  0.101
H -6.05 0.32 -0.70  0.104
H -4.28 -0.09 1.05  0.093
H -5.38 0.59 2.16  0.104
H -6.40 -1.29 2.45  0.095
H -6.84 -1.40 0.82  0.099
H -4.60 -2.68 2.28  0.097
H -5.73 -3.35 1.21  0.075
H -4.33 -3.24 -0.47  0.117
H -4.11 -1.56 -0.32  0.085
H -2.52 -1.96 1.45  0.132
H -2.79 -3.63 1.29  0.076
H 0.63 -2.68 -1.37  0.096
H 1.35 -2.99 0.17  0.073
H 0.32 -1.58 -0.09  0.085
H -1.93 2.21 -3.78  0.042
H -2.31 3.87 -3.62  0.018
H -0.14 4.40 -3.33  0.089
H 0.02 3.28 -2.04  0.071
H -0.09 1.95 -4.57  0.097
H 1.27 3.04 -4.41  0.066
H 0.74 0.98 -2.38  0.113
H 1.70 0.69 -3.77  0.118
H 3.09 2.53 -3.36  0.114
H 2.26 2.90 -1.88  0.126
H 4.94 0.87 -3.10  0.087
H 5.30 0.96 -1.41  0.070
H 4.93 2.39 -2.27  0.025
C -3.67 -9.15 2.18  -0.111
C -2.47 -8.30 2.58  -0.259
C -2.86 -7.03 3.34  -0.197
C -3.69 -6.17 2.53  -0.199
N -4.35 -5.51 1.85  0.199
H -4.33 -8.61 1.51  0.070
H -3.35 -10.06 1.67  0.068
H -4.25 -9.45 3.06  0.074
H -1.91 -8.02 1.69  0.112
H -1.80 -8.89 3.21  0.102
H -1.97 -6.47 3.62  0.078
H -3.39 -7.28 4.26  0.122
C 1.91 -7.36 2.62  -0.103
C 1.78 -5.88 2.96  -0.248
C 1.70 -5.62 4.47  -0.185
C 0.54 -6.26 5.05  -0.226
N -0.40 -6.75 5.52  0.156
H 1.03 -7.92 2.95  0.061
H 1.99 -7.50 1.54  0.074
H 2.79 -7.80 3.08  0.073
H 0.89 -5.47 2.47  0.092
H 2.64 -5.34 2.56  0.108
H 1.62 -4.55 4.66  0.120
H 2.59 -5.99 4.98  0.119
C 9.87 2.38 -2.08  -0.110
C 9.69 3.29 -0.86  -0.260
C 8.25 3.27 -0.32  -0.191
C 7.30 3.72 -1.30  -0.228
N 6.56 4.09 -2.12  0.166
H 9.24 2.71 -2.91  0.071
H 10.90 2.40 -2.42  0.070
H 9.61 1.35 -1.84  0.076
H 9.96 4.31 -1.13  0.110
H 10.36 2.98 -0.07  0.105
H 8.17 3.91 0.56  0.119
H 7.98 2.26 -0.02  0.119
C 1.55 6.12 -7.03  -0.109
C 1.71 4.64 -6.72  -0.257
C 0.53 3.80 -7.21  -0.194
C -0.71 4.21 -6.58  -0.225
N -1.67 4.53 -6.02  0.188
H 0.68 6.54 -6.52  0.072
H 2.43 6.68 -6.69  0.069
H 1.44 6.29 -8.10  0.072
H 1.83 4.50 -5.65  0.090
H 2.62 4.27 -7.19  0.108
H 0.69 2.74 -6.98  0.114
H 0.42 3.89 -8.29  0.116

Computed properties:
- HOMO-LUMO gap (eV) = 6.49
- spin multiplicity = 1
- net charge = -1
- DFT total energy (eV) = -68050.6711

[4]
Computed, not measured: an isolated molecule of H2O3S2, with the ωB97M-V functional and the def2-TZVPD basis.

Last column: natural (NBO) charge in e.
Element x y z (Å)
O 0.88 -2.38 0.14  -0.858
O -1.64 1.65 -1.06  -0.828
O -0.72 -0.86 -1.18  -0.826
S 0.83 -1.17 -0.97  0.792
S -1.53 0.36 -0.08  0.743
H 0.93 -2.04 1.04  0.484
H -0.85 2.21 -1.01  0.493

Computed properties:
- HOMO-LUMO gap (eV) = 8.90
- spin multiplicity = 1
- energy relative to the best compared isomer or geometry (same formula, charge and spin) (eV) = 0.9207
- net charge = 0
- DFT total energy (eV) = -27843.1058
- SMILES = OSOSO

[5]
Computed, not measured: an isolated molecule of C6H10OS, with the ωB97M-V functional and the def2-TZVPD basis.

Last column: natural (NBO) charge in e.
Element x y z (Å)
C 0.52 0.57 -1.72  -0.342
C 0.59 0.40 -0.39  0.362
C -0.76 0.48 -2.41  -0.485
C -0.99 0.05 0.32  -0.397
C -0.99 -1.32 0.97  -0.655
C 1.60 0.45 1.73  -0.262
O 1.74 0.35 0.31  -0.511
S -2.05 -0.04 -1.13  0.166
H 1.34 0.66 -2.34  0.219
H -1.12 1.54 -2.66  0.226
H -0.71 -0.25 -3.15  0.222
H -1.15 0.89 0.97  0.217
H -0.70 -1.39 2.03  0.207
H -0.17 -1.93 0.51  0.224
H -2.02 -1.76 0.73  0.235
H 0.75 -0.21 2.00  0.191
H 1.59 1.52 2.06  0.187
H 2.54 0.00 2.17  0.197

Computed properties:
- HOMO-LUMO gap (eV) = 9.32
- spin multiplicity = 1
- energy relative to the best compared isomer or geometry (same formula, charge and spin) (eV) = 2.4656
- net charge = 0
- DFT total energy (eV) = -19264.5641
- SMILES = COC1=CCS[C@H]1C

[6]
Computed, not measured: a structure of composition C15H15CdCl2N5O3S, with the ωB97M-V functional and the def2-TZVPD basis.

Last column: natural (NBO) charge in e.
Element x y z (Å)
Cd -4.48 -15.19 -5.41  1.626
Cl -6.41 -18.65 -6.93  0.001
C -7.18 -17.34 -7.80  -0.004
C -7.48 -17.56 -9.21  -0.239
C -8.01 -16.63 -9.92  -0.211
C -8.27 -15.36 -9.30  -0.249
C -7.93 -15.15 -8.01  -0.009
Cl -8.15 -13.46 -7.46  -0.035
C -7.41 -16.09 -7.16  -0.253
S -6.95 -15.74 -5.53  -0.482
H -7.46 -18.63 -9.37  0.224
H -8.10 -16.89 -11.03  0.220
H -9.03 -14.72 -9.77  0.225
N -3.48 -17.19 -4.42  -0.697
N -2.68 -16.78 -3.33  -0.550
C -2.54 -15.41 -3.03  0.872
O -1.67 -15.18 -2.17  -0.744
O -3.32 -14.63 -3.66  -0.892
H -4.15 -17.86 -4.08  0.362
H -3.01 -17.53 -5.18  0.377
H -1.90 -17.35 -2.94  0.374
O -3.27 -16.15 -7.01  -0.802
N -3.54 -15.88 -8.33  -0.056
C -4.62 -15.07 -8.79  -0.094
C -4.90 -15.16 -10.15  -0.269
C -3.97 -15.32 -11.18  -0.354
C -2.84 -15.98 -10.58  -0.210
C -2.50 -16.29 -9.24  -0.170
H -5.51 -14.71 -8.11  0.230
H -5.66 -14.53 -10.40  0.192
H -4.23 -15.41 -12.43  0.203
H -1.96 -15.96 -11.28  0.183
H -1.38 -16.20 -8.85  0.204
N -1.94 -11.99 -7.55  -0.530
C -2.71 -11.15 -6.80  -0.110
C -3.48 -11.89 -6.01  -0.083
N -3.22 -13.20 -6.23  -0.528
C -2.31 -13.24 -7.17  0.203
H -1.50 -11.67 -8.40  0.420
H -2.67 -10.08 -6.96  0.205
H -4.16 -11.50 -5.29  0.215
H -1.85 -14.17 -7.56  0.235

Computed properties:
- HOMO-LUMO gap (spin up / spin down) (eV) = 5.21 / 7.62
- spin multiplicity = 2
- energy relative to the best compared isomer or geometry (same formula, charge and spin) (eV) = 2.7061
- net charge = -1
- DFT total energy (eV) = -69833.0177

Q: Look up the DFT total energy of the fifth one.
A: -19264.5641 eV